Entry from the Open Molecules 2025 dataset: C35H34CaN10O3S as an isolated structure (the ωB97M-V functional and the def2-TZVPD basis).

Values from the calculation:
Multiplicity = 1
Highest occupied orbital energy (alpha / beta) = 0.68 / 0.97 eV
Net charge = -2
LUMO level (alpha / beta) = 4.00 / 4.00 eV

CARTESIAN COORDINATES (ANGSTROEM)
1 Ca -0.1708 0.6058 0.2168
2 C -2.8665 -1.0226 1.2172
3 N -1.7859 -1.4741 0.3193
4 C -1.0707 -2.6357 0.8582
5 C -0.1804 -2.2973 2.0231
6 C -0.2345 -2.9923 3.2212
7 C 0.6376 -2.6537 4.2409
8 C 1.5612 -1.6365 4.0124
9 C 1.5567 -1.0040 2.7843
10 N 0.7005 -1.3102 1.8057
11 C -2.3161 -1.7795 -1.0041
12 C -2.6426 -0.5500 -1.8155
13 C -3.7823 -0.4792 -2.6015
14 C -3.9737 0.6251 -3.4195
15 C -3.0253 1.6311 -3.4136
16 C -1.9312 1.4931 -2.5740
17 N -1.7323 0.4304 -1.8006
18 C -2.3526 -0.4938 2.5198
19 C -2.8531 -0.9203 3.7283
20 C -2.3848 -0.3684 4.9259
21 C -1.4326 0.6821 4.8096
22 C -0.9918 1.0564 3.5698
23 N -1.3878 0.4790 2.4039
24 H -3.5661 -1.8544 1.4093
25 H -3.4135 -0.2384 0.6784
26 H -0.4260 -3.0007 0.0530
27 H -1.7798 -3.4304 1.1453
28 H -0.9850 -3.7614 3.3596
29 H 0.5974 -3.1669 5.1938
30 H 2.2699 -1.3375 4.7730
31 H 2.2627 -0.2119 2.5543
32 H -3.2022 -2.4340 -0.9461
33 H -1.5277 -2.3057 -1.5495
34 H -4.5025 -1.2873 -2.5734
35 H -4.8487 0.6943 -4.0537
36 H -3.1136 2.5016 -4.0472
37 H -1.1768 2.2688 -2.5097
38 H -3.6023 -1.7074 3.7349
39 H -2.7617 -0.6942 5.8865
40 H -1.0473 1.1915 5.6847
41 H -0.2640 1.8572 3.4684
42 C -2.6804 4.5695 -0.8926
43 O -2.2681 5.1113 0.3472
44 C -0.9003 5.1052 0.5874
45 C -0.3549 6.3040 1.0045
46 C 0.9950 6.3795 1.3418
47 C 1.7676 5.2407 1.2344
48 C 1.2501 4.0046 0.8104
49 C 2.1907 2.9080 0.7325
50 N 1.9471 1.6792 0.3375
51 N 3.0251 0.8761 0.3318
52 C 2.8842 -0.3052 -0.2775
53 O 1.7004 -0.4615 -0.9666
54 C 3.9426 -1.2509 -0.0938
55 C 4.0974 -2.4690 -0.8116
56 C 5.1648 -3.3121 -0.5806
57 C 6.1485 -3.0131 0.3660
58 C 6.0147 -1.8206 1.0825
59 C 4.9556 -0.9663 0.8713
60 C -0.1449 3.9007 0.4902
61 O -0.7170 2.7907 0.1546
62 H -3.7068 4.9058 -1.0559
63 H -2.6385 3.4828 -0.8800
64 H -2.0501 4.9425 -1.7096
65 H -1.0078 7.1671 1.0708
66 H 1.4287 7.3140 1.6781
67 H 2.8235 5.2829 1.4855
68 H 3.2254 3.1408 0.9915
69 H 3.3609 -2.7363 -1.5503
70 H 5.2361 -4.2313 -1.1552
71 H 6.9807 -3.6841 0.5440
72 H 6.7551 -1.5589 1.8329
73 H 4.8729 -0.0527 1.4416
74 N 0.0214 -4.1990 -5.7839
75 C -0.1651 -2.8476 -5.6023
76 N 0.8095 -2.1918 -4.9570
77 N -1.2420 -2.3285 -6.1281
78 C -1.3757 -1.0100 -6.1930
79 N -1.5848 0.1207 -6.3280
80 H 0.4432 -4.6871 -5.0100
81 H -0.7879 -4.6520 -6.1756
82 H 1.5817 -2.7276 -4.5896
83 H 0.6048 -1.4266 -4.3106
84 S 1.1424 -1.7624 -1.9743

Mulliken charges in e: 2.502, -0.777, 1.390, -1.244, 0.467, -0.848, -0.544, -1.005, -0.223, 0.742, -1.363, 0.495, -0.919, -0.364, -0.892, -0.881, 0.830, 0.173, -0.762, -0.840, -0.742, -0.481, 0.268, 0.210, 0.361, 0.354, 0.222, 0.381, 0.359, 0.400, 0.383, 0.175, 0.420, 0.417, 0.393, 0.492, 0.666, 0.352, 0.338, 0.365, 0.387, -0.522, -0.545, 0.156, -0.541, -0.658, -1.014, 1.191, -1.164, 0.657, -1.026, -0.136, -0.471, 1.082, -0.249, -0.653, -0.503, -0.547, -0.697, -0.104, -0.626, 0.321, 0.009, 0.279, 0.407, 0.337, 0.303, 0.149, 0.231, 0.352, 0.347, 0.320, 0.314, -0.530, 0.697, -0.408, -0.726, 0.590, -0.589, 0.256, 0.262, 0.271, 0.127, -0.607

=====

Entry from the Open Molecules 2025 dataset: C35H34NP2S2SeW as an isolated structure (the ωB97M-V functional and the def2-TZVPD basis).

Values from the calculation:
Multiplicity = 1
Highest occupied orbital energy (alpha / beta) = -10.43 / -10.49 eV
Net charge = +1
LUMO level (alpha / beta) = -3.95 / -4.00 eV

CARTESIAN COORDINATES (ANGSTROEM)
1 W 0.6960 0.4572 0.8350
2 C 4.7560 -1.6686 0.2130
3 C 3.6436 -0.6620 0.1938
4 S 2.0030 -1.2904 0.3781
5 C 3.8122 0.6544 0.0172
6 C 5.1539 1.3117 -0.1450
7 S 2.4104 1.7299 -0.0217
8 H 4.4942 -2.5251 0.8340
9 H 5.6710 -1.2284 0.6080
10 H 4.9700 -2.0413 -0.7914
11 H 5.7559 1.1720 0.7551
12 H 5.0481 2.3811 -0.3167
13 H 5.7016 0.8832 -0.9859
14 C -2.5305 1.8051 0.6189
15 N -2.2915 0.6366 -0.2779
16 P -1.5932 -0.7078 0.6399
17 C -2.6805 -0.9712 2.0625
18 C -2.1471 -1.5971 3.1848
19 C -2.9703 -1.9323 4.2501
20 C -4.3239 -1.6404 4.2006
21 C -4.8621 -1.0200 3.0800
22 C -4.0478 -0.6919 2.0097
23 C -1.9295 -2.1497 -0.4040
24 C -3.2407 -2.4703 -0.7559
25 C -3.4914 -3.5617 -1.5681
26 C -2.4378 -4.3444 -2.0270
27 C -1.1350 -4.0356 -1.6703
28 C -0.8792 -2.9383 -0.8591
29 P -0.8280 1.0519 -1.1331
30 C -1.0631 2.7154 -1.7781
31 C -2.1007 2.9511 -2.6814
32 C -2.3036 4.2278 -3.1737
33 C -1.4701 5.2670 -2.7750
34 C -0.4370 5.0327 -1.8817
35 C -0.2327 3.7560 -1.3771
36 C -0.7002 -0.0457 -2.5467
37 C -1.8366 -0.5410 -3.1840
38 C -1.6955 -1.3617 -4.2892
39 C -0.4279 -1.6785 -4.7625
40 C 0.7019 -1.1783 -4.1319
41 C 0.5702 -0.3628 -3.0183
42 H -3.1561 1.5263 1.4589
43 H -3.0153 2.5961 0.0517
44 H -1.5870 2.2161 1.0160
45 H -1.0891 -1.8232 3.2326
46 H -2.5487 -2.4185 5.1192
47 H -4.9627 -1.8963 5.0350
48 H -5.9190 -0.7934 3.0389
49 H -4.4775 -0.2178 1.1362
50 H -4.0662 -1.8669 -0.4029
51 H -4.5093 -3.8069 -1.8405
52 H -2.6370 -5.1988 -2.6600
53 H -0.3139 -4.6448 -2.0228
54 H 0.1412 -2.6945 -0.5937
55 H -2.7461 2.1416 -2.9987
56 H -3.1078 4.4140 -3.8722
57 H -1.6283 6.2627 -3.1664
58 H 0.2118 5.8410 -1.5741
59 H 0.5757 3.5763 -0.6807
60 H -2.8209 -0.3140 -2.7950
61 H -2.5737 -1.7610 -4.7785
62 H -0.3211 -2.3222 -5.6254
63 H 1.6872 -1.4271 -4.5015
64 H 1.4509 0.0155 -2.5112
65 Se 0.5622 0.7270 3.2353
66 C 2.5079 0.7465 3.3964
67 C 3.1771 1.9625 3.4446
68 C 4.5511 1.9797 3.6073
69 C 5.2583 0.7870 3.7170
70 C 4.5844 -0.4229 3.6640
71 C 3.2043 -0.4469 3.5019
72 H 2.6262 2.8903 3.3423
73 H 5.0701 2.9276 3.6523
74 H 6.3318 0.8039 3.8505
75 H 5.1272 -1.3550 3.7502
76 H 2.6801 -1.3927 3.4484

Mulliken charges in e: 1.388, -1.800, 0.460, -0.339, 0.947, -1.690, -0.368, 0.440, 0.433, 0.341, 0.280, 0.463, 0.362, -1.153, 0.049, -0.148, 1.225, -0.878, -0.777, -0.586, -1.000, -0.248, 0.806, -0.772, -0.773, -0.566, -0.810, 0.167, 0.210, 0.668, -0.418, -0.701, -0.511, -0.828, 0.042, 0.892, -0.095, -0.927, -0.589, -0.704, -0.685, 0.474, 0.353, 0.451, 0.538, 0.445, 0.408, 0.447, 0.502, 0.317, 0.426, 0.436, 0.460, 0.043, 0.350, 0.440, 0.402, 0.439, 0.293, 0.433, 0.445, 0.421, 0.459, 0.366, -0.162, 0.013, -0.333, -0.578, -0.586, -0.495, -0.182, 0.416, 0.417, 0.427, 0.465, 0.444

=====

Entry from the Open Molecules 2025 dataset: C35H35BBrF5N5PRuS2Si as an isolated structure (the ωB97M-V functional and the def2-TZVPD basis).

Values from the calculation:
Multiplicity = 1
Highest occupied orbital energy = -13.24 eV
Net charge = +2
LUMO level = -5.27 eV

CARTESIAN COORDINATES (ANGSTROEM)
1 Ru 0.2614 -0.4281 1.1631
2 F 3.4143 -6.4940 2.2864
3 C 2.7234 -5.5516 1.6818
4 C 2.5932 -5.5471 0.3058
5 F 3.1593 -6.4952 -0.4147
6 C 1.8606 -4.5446 -0.3190
7 F 1.7508 -4.6305 -1.6400
8 C 1.2614 -3.5111 0.3865
9 P 0.2622 -2.1709 -0.3959
10 C 0.9074 -1.8424 -2.0596
11 C 0.5173 -2.6293 -3.1475
12 C 1.0012 -2.3630 -4.4158
13 C 1.8861 -1.3121 -4.6194
14 C 2.2846 -0.5295 -3.5472
15 C 1.7932 -0.7876 -2.2764
16 C -1.3526 -2.9711 -0.6134
17 C -2.2264 -2.5767 -1.6237
18 C -3.4939 -3.1337 -1.7055
19 C -3.9022 -4.0806 -0.7784
20 C -3.0425 -4.4689 0.2408
21 C -1.7753 -3.9159 0.3260
22 C 1.4025 -3.5609 1.7721
23 Br 0.5469 -2.2849 2.8895
24 C 2.1086 -4.5492 2.4211
25 F 2.2129 -4.5604 3.7438
26 H -0.1575 -3.4621 -3.0092
27 H 0.6927 -2.9845 -5.2454
28 H 2.2674 -1.1100 -5.6114
29 H 2.9850 0.2818 -3.6968
30 H 2.1284 -0.1737 -1.4532
31 H -1.9249 -1.8364 -2.3510
32 H -4.1605 -2.8295 -2.5013
33 H -4.8875 -4.5210 -0.8515
34 H -3.3552 -5.2095 0.9644
35 H -1.1168 -4.2392 1.1219
36 C -2.2837 -0.2690 1.8073
37 Si -2.8585 1.3583 1.0640
38 C -2.7254 2.7024 2.3401
39 C -4.5635 1.3087 0.3515
40 N -1.7279 1.7022 -0.2914
41 C -2.2005 2.4357 -1.4300
42 C -2.2121 3.8267 -1.4329
43 C -2.7102 4.5276 -2.5199
44 C -3.2097 3.8374 -3.6169
45 C -3.2218 2.4502 -3.6286
46 C -2.7211 1.7770 -2.5345
47 F -2.7344 0.4311 -2.5220
48 H -3.0912 -0.9055 2.1763
49 H -1.6698 -0.0658 2.6874
50 H -1.7950 -0.9309 1.0566
51 H -3.4971 2.5577 3.1010
52 H -2.9024 3.6803 1.8860
53 H -1.7642 2.7301 2.8533
54 H -5.2644 1.1730 1.1798
55 H -4.7196 0.4951 -0.3575
56 H -4.8178 2.2514 -0.1361
57 H -1.8595 4.3508 -0.5513
58 H -2.7264 5.6088 -2.5063
59 H -3.6041 4.3799 -4.4650
60 H -3.6187 1.8902 -4.4642
61 C 5.4721 -0.2251 2.3265
62 N 4.3629 0.5727 2.8341
63 C 4.4036 1.4357 3.9169
64 C 3.1584 1.9211 4.0813
65 N 2.3494 1.3554 3.1030
66 B 0.9082 1.7555 2.7921
67 N 0.9107 2.8119 1.6331
68 C 1.4255 4.0758 1.7885
69 C 1.5414 4.6378 0.5590
70 N 1.0872 3.7132 -0.3473
71 C 1.1019 3.8999 -1.8002
72 C 0.7051 2.6209 0.3300
73 S -0.1260 1.2258 -0.3804
74 C 3.1087 0.5390 2.3614
75 S 2.6111 -0.4153 1.0167
76 H 6.3916 0.1392 2.7744
77 H 5.5328 -0.1236 1.2451
78 H 5.3301 -1.2731 2.5854
79 H 5.3102 1.6081 4.4691
80 H 2.7649 2.5975 4.8189
81 H 0.2348 0.7369 2.5127
82 H 0.3780 2.2044 3.7638
83 H 1.6768 4.4731 2.7563
84 H 1.9079 5.6024 0.2533
85 H 2.1135 4.1555 -2.1069
86 H 0.4187 4.6980 -2.0775
87 H 0.7939 2.9771 -2.2827

Mulliken charges in e: 0.751, -0.263, 0.589, 0.229, -0.263, 0.165, -0.265, -0.259, 1.579, 1.006, -0.509, -0.940, -0.756, -0.933, -0.406, 0.639, -0.367, -0.919, -0.734, -0.795, -0.604, -0.115, -0.121, 0.401, -0.330, 0.548, 0.473, 0.449, 0.503, 0.021, 0.651, 0.481, 0.437, 0.484, 0.385, -0.313, 0.034, -0.943, -1.150, 1.048, -0.607, -0.102, -0.966, -0.585, -0.772, 0.338, 0.015, 0.678, 0.208, -0.410, 0.465, 0.334, 0.123, 0.415, 0.291, 0.347, 0.535, 0.485, 0.441, 0.511, -0.827, 0.261, -0.569, -0.602, 0.721, -1.487, 1.685, -0.432, -1.029, 0.381, -0.973, -0.914, 0.207, -0.147, -0.376, 0.344, 0.329, 0.330, 0.487, 0.589, 0.060, 0.075, 0.556, 0.578, 0.421, 0.381, 0.322

=====

no.,calculated total energy (eV)
1,-87166.181
2,-145752.973
3,-170030.197